No. 1
{
  "formula": "C40H116N4O28",
  "method": "the ωB97M-V functional and the def2-TZVPD basis",
  "symbols": ["C", "O", "C", "C", "N", "C", "C", "O", "C", "H", "H", "H", "H", "H", "H", "H", "H", "H", "H", "H", "H", "H", "H", "H", "C", "O", "C", "C", "N", "C", "C", "O", "C", "H", "H", "H", "H", "H", "H", "H", "H", "H", "H", "H", "H", "H", "H", "H", "C", "O", "C", "C", "N", "C", "C", "O", "C", "H", "H", "H", "H", "H", "H", "H", "H", "H", "H", "H", "H", "H", "H", "H", "C", "O", "C", "C", "N", "C", "C", "O", "C", "H", "H", "H", "H", "H", "H", "H", "H", "H", "H", "H", "H", "H", "H", "H", "O", "H", "H", "O", "H", "H", "O", "H", "H", "O", "H", "H", "C", "C", "O", "O", "H", "H", "H", "H", "H", "H", "C", "C", "O", "O", "H", "H", "H", "H", "H", "H", "C", "C", "O", "O", "H", "H", "H", "H", "H", "H", "C", "C", "O", "O", "H", "H", "H", "H", "H", "H", "C", "C", "O", "O", "H", "H", "H", "H", "H", "H", "C", "C", "O", "O", "H", "H", "H", "H", "H", "H", "C", "C", "O", "O", "H", "H", "H", "H", "H", "H", "C", "C", "O", "O", "H", "H", "H", "H", "H", "H"],
  "xyz": [[-7.17912, -4.90973, -3.36231], [-6.78506, -3.71787, -2.87383], [-5.74674, -3.92427, -1.86242], [-5.32470, -2.53060, -1.25337], [-5.29587, -1.47195, -2.24042], [-5.03057, -0.13651, -1.58135], [-5.24981, 1.05591, -2.52501], [-6.66235, 1.17920, -2.67770], [-6.92598, 2.01396, -3.81287], [-7.79030, -4.63725, -4.22273], [-7.74731, -5.43074, -2.59171], [-6.35550, -5.45200, -3.82673], [-4.86647, -4.39634, -2.29874], [-6.13026, -4.59527, -1.09381], [-4.39884, -2.64347, -0.68933], [-6.12936, -2.38621, -0.53241], [-6.22907, -1.38853, -2.61762], [-3.94928, -0.09076, -1.45169], [-5.48706, 0.06166, -0.61159], [-4.75585, 0.67435, -3.41860], [-4.75166, 1.90091, -2.04971], [-7.98077, 2.28864, -3.82158], [-6.68353, 1.51181, -4.74944], [-6.32627, 2.92293, -3.76563], [-2.10626, 4.02635, -0.67984], [-2.05871, 2.65217, -0.39598], [-1.72841, 1.79598, -1.53791], [-0.22503, 1.39281, -1.56394], [0.06057, 0.53479, -0.38106], [1.48100, 0.26865, -0.13674], [1.61949, -0.69177, 1.11302], [1.25462, -0.14930, 2.37960], [1.81877, 1.06778, 2.80974], [-2.78452, 4.21313, -1.51242], [-1.18115, 4.39920, -1.11945], [-2.38737, 4.65629, 0.16411], [-2.03359, 2.22605, -2.49185], [-2.30965, 0.87644, -1.46940], [0.21402, 2.38826, -1.49747], [0.03905, 1.05310, -2.56542], [-0.27787, 1.04750, 0.42063], [2.15044, 1.08574, 0.13217], [1.89425, -0.33535, -0.94451], [2.65412, -0.98012, 1.29873], [1.12255, -1.63323, 0.87895], [2.89668, 0.98419, 2.94836], [1.39698, 1.23958, 3.80003], [1.44891, 1.87930, 2.18304], [2.11254, -6.53066, 3.15012], [1.64808, -7.22110, 4.30213], [0.24169, -7.03431, 4.53239], [-0.29407, -5.62153, 4.64833], [0.33921, -4.98165, 5.80301], [0.06617, -3.50079, 5.90370], [0.86681, -2.74541, 4.78886], [2.24117, -3.14410, 4.76900], [2.96327, -2.38204, 3.82200], [3.11084, -6.91310, 2.93745], [2.20490, -5.45070, 3.26527], [1.61723, -6.86716, 2.23933], [-0.06232, -7.55672, 5.43946], [-0.35810, -7.60114, 3.82031], [-1.36630, -5.72126, 4.81713], [-0.04299, -5.04897, 3.75545], [1.32617, -5.03449, 5.59512], [0.46188, -3.08589, 6.83072], [-0.98150, -3.20212, 5.93943], [0.89745, -1.69513, 5.07883], [0.46667, -2.81020, 3.77704], [2.65978, -2.73350, 2.83586], [3.97909, -2.76082, 3.93483], [2.95701, -1.29541, 3.90735], [8.61871, -7.00125, -0.88958], [7.42311, -6.45736, -1.27506], [6.57109, -7.34742, -1.86277], [5.23734, -6.66119, -2.11636], [4.77011, -5.91187, -0.96358], [3.59312, -4.97780, -1.21483], [3.09785, -4.29020, 0.05088], [4.12685, -3.56858, 0.68219], [4.91263, -2.52767, 0.01030], [9.11100, -7.39188, -1.78018], [8.42099, -7.87403, -0.26728], [9.21675, -6.24558, -0.38024], [6.31986, -8.21346, -1.25043], [7.07875, -7.64960, -2.77878], [4.59955, -7.44107, -2.53243], [5.37684, -6.02288, -2.98882], [5.53494, -5.42678, -0.51657], [2.66517, -5.41442, -1.58410], [3.90893, -4.20654, -1.91734], [2.61598, -5.02164, 0.69964], [2.30672, -3.58858, -0.21361], [4.36126, -2.08032, -0.81672], [5.78252, -3.09755, -0.31623], [5.21337, -1.74853, 0.71072], [-0.12003, 1.76281, -5.32257], [-0.30926, 1.14762, -6.03107], [0.75334, 1.51664, -5.01786], [-1.27861, 6.85910, -0.07290], [-1.27993, 7.72177, 0.34187], [-0.35316, 6.62108, -0.12873], [3.75929, 1.50163, -1.83239], [4.00311, 1.72529, -0.93419], [4.59311, 1.43338, -2.29749], [2.30791, 1.39170, -4.13164], [2.60411, 1.43163, -3.22230], [2.91167, 0.78078, -4.55410], [5.59589, 2.01857, 0.91324], [6.82100, 1.57886, 0.09380], [7.70387, 0.70281, 0.82295], [4.60393, 0.98712, 0.95954], [5.27425, 2.99510, 0.55126], [5.97457, 2.25353, 1.90797], [7.38676, 2.48766, -0.11137], [6.54599, 1.11328, -0.85262], [8.21579, 1.19797, 1.46665], [4.86315, 0.32661, 1.60616], [-0.79182, -1.72537, -3.19533], [-2.00422, -1.07957, -3.92469], [-3.21392, -1.92145, -3.91111], [-0.84557, -1.71145, -1.77762], [0.15845, -1.29120, -3.50609], [-0.63028, -2.71580, -3.62085], [-1.74967, -0.82244, -4.95289], [-2.11713, -0.11207, -3.43551], [-3.79027, -1.66610, -3.18708], [-0.32968, -0.97073, -1.45082], [1.60132, 5.09035, 0.00673], [2.97963, 4.37814, 0.10408], [3.89103, 4.82086, -0.90526], [1.87826, 6.41520, 0.19647], [0.90039, 4.76074, 0.77363], [1.23317, 4.93001, -1.00661], [2.81445, 3.31449, -0.06760], [3.44523, 4.36561, 1.08955], [3.33767, 4.89696, -1.68603], [2.34105, 6.74349, -0.57790], [-4.72588, 2.14803, 1.92069], [-6.19820, 1.70474, 2.08675], [-6.21796, 0.47543, 2.88095], [-3.97594, 1.18168, 1.18764], [-4.19607, 2.36824, 2.84746], [-4.82581, 2.95001, 1.18929], [-6.65193, 1.56076, 1.10619], [-6.86769, 2.39433, 2.60090], [-5.50247, -0.06723, 2.54154], [-3.25833, 1.65569, 0.76106], [-4.40379, 8.07641, -1.09284], [-5.20696, 8.74795, 0.03267], [-4.47096, 8.63292, 1.21482], [-4.10898, 6.80138, -0.70910], [-3.38585, 8.45324, -1.19232], [-4.89358, 8.19161, -2.05977], [-6.22732, 8.38853, 0.16600], [-5.38189, 9.80012, -0.19195], [-4.63622, 7.71536, 1.44367], [-3.16492, 6.75707, -0.54060], [-2.27201, -1.82767, 1.17422], [-3.18083, -2.05168, 2.37071], [-4.52751, -1.86916, 1.95099], [-2.15025, -2.92928, 0.37349], [-1.33354, -1.52347, 1.63774], [-2.45371, -0.96509, 0.53310], [-3.17377, -1.29758, 3.15772], [-3.07415, -3.04581, 2.80479], [-4.98012, -2.71513, 1.98371], [-1.65925, -2.76943, -0.43581], [5.07883, 1.66856, 4.85563], [3.99788, 1.90166, 5.94080], [3.76332, 3.26268, 6.09183], [5.38427, 0.25893, 4.74117], [5.94757, 2.22715, 5.20400], [4.65822, 2.10451, 3.94946], [4.43695, 1.46175, 6.83623], [3.22293, 1.23606, 5.56062], [2.85410, 3.40739, 6.36381], [5.98852, -0.06376, 4.06860], [-2.35535, 6.28419, -3.95763], [-3.07954, 6.64561, -5.34911], [-2.35957, 6.36271, -6.53938], [-2.11694, 4.87351, -3.94493], [-3.00983, 6.64149, -3.16259], [-1.46178, 6.90607, -4.01156], [-3.54089, 7.63132, -5.28868], [-3.89082, 5.92975, -5.48131], [-1.73795, 5.63982, -6.42702], [-1.45459, 4.63210, -4.59655]],
  "forces_ev_per_a": [[-1.0, -0.5, -1.6], [2.3, 1.9, 2.3], [0.3, 1.7, -0.8], [-1.6, -1.8, 0.1], [-0.1, 1.7, 1.1], [1.0, -0.1, -0.8], [-0.7, -2.7, 1.2], [0.6, 1.0, -1.0], [-0.2, -0.1, 0.4], [-0.6, -0.4, 0.1], [0.0, -0.8, -0.2], [0.2, -0.6, 0.5], [0.0, -0.1, -0.5], [-0.1, 0.1, 0.2], [0.1, 0.1, -0.2], [0.0, 0.6, 0.5], [-0.1, -0.2, -0.4], [0.1, -0.3, 0.6], [-0.2, -0.5, 0.0], [0.0, 0.8, -0.7], [-0.2, 0.5, -0.4], [0.0, -0.1, 0.1], [0.0, -0.2, -0.1], [0.0, 0.2, 0.1], [0.0, 0.6, -1.5], [0.3, -1.3, -0.2], [0.3, -0.6, 0.3], [-1.4, 1.8, 0.9], [0.8, 0.6, -1.1], [0.1, -1.8, 2.0], [1.0, 1.0, -0.4], [-1.6, -0.6, -0.1], [-0.7, -0.6, 0.1], [-0.6, 0.0, 0.1], [0.5, -0.1, 0.4], [0.1, -0.6, 0.2], [0.2, 0.6, 0.0], [-0.1, 0.1, 0.5], [0.9, 0.1, 0.1], [0.1, -0.7, 0.3], [-0.4, -0.1, 0.2], [-0.3, 0.5, -0.7], [0.2, 0.4, -0.3], [0.5, 0.0, -0.9], [-0.7, 0.1, 0.6], [0.2, 0.3, -0.5], [-0.1, 0.0, 0.1], [0.7, 0.3, -0.2], [0.9, -1.0, -0.2], [-1.0, 0.8, 0.1], [-0.4, -0.8, 0.1], [0.9, 0.1, 0.4], [-0.9, 1.2, 0.5], [1.8, -0.5, -1.1], [0.0, 0.5, 0.8], [-0.9, 0.2, 0.6], [0.8, -1.6, -0.3], [0.3, 0.1, 0.5], [-0.4, 0.1, 0.0], [-0.8, 0.5, 0.0], [0.8, 0.1, 0.5], [0.2, 0.2, -0.9], [-0.1, 0.3, -0.2], [-0.6, 0.0, -0.5], [0.4, 0.0, 0.4], [0.2, -0.5, 0.3], [-0.2, -0.5, -0.5], [-0.5, 0.4, -0.2], [-0.3, -0.2, -0.1], [-0.1, 0.5, -0.4], [0.2, 0.3, 0.0], [-0.4, 0.0, 0.3], [0.5, -0.8, -0.1], [-0.4, 2.0, 1.1], [-1.1, -0.2, -0.4], [0.7, 0.7, -1.0], [-2.2, -0.4, -0.1], [1.1, -0.3, 0.6], [0.8, 0.8, -1.2], [0.5, 0.7, 1.7], [-1.0, -2.0, 0.0], [0.6, 0.0, -0.1], [0.3, -0.1, 0.5], [0.0, -0.2, -0.1], [0.6, -0.3, 0.4], [-0.5, -0.6, -0.5], [-0.7, -0.1, 0.7], [0.1, 0.6, -0.3], [-0.1, 0.1, -0.1], [0.5, -0.8, -0.5], [-0.1, 0.1, -0.3], [0.6, 0.1, 0.6], [-0.3, 0.1, -0.4], [0.1, 0.0, -0.1], [0.3, 0.7, -0.5], [-0.2, -0.3, 0.2], [-0.9, 0.2, -0.2], [-0.2, -0.1, -0.2], [0.9, 0.1, 0.5], [-0.6, 0.1, 0.0], [0.1, 0.3, 0.2], [0.6, -0.1, -0.1], [-0.5, -0.1, -0.1], [-0.1, 0.0, 0.4], [0.6, 0.0, -0.5], [-0.6, 0.0, -0.7], [0.2, 0.2, 0.7], [0.4, -0.2, -0.2], [1.5, -0.8, 0.1], [0.5, 0.8, 0.9], [-0.7, -0.6, -0.3], [-0.2, 1.0, -0.1], [-0.9, -0.4, -0.5], [-0.1, -0.1, 0.4], [0.0, 0.2, -0.4], [0.1, -0.2, 0.2], [-0.1, 0.2, -0.1], [0.2, 0.0, 0.0], [0.2, -0.1, -1.3], [-0.2, -0.9, 1.0], [2.7, 0.9, -0.9], [-0.6, -0.9, -0.7], [-0.1, 0.9, -0.1], [-0.6, -0.6, 0.6], [0.0, -0.4, -0.1], [-0.7, 0.1, 0.1], [-0.8, 0.2, 0.5], [-0.1, 0.5, 0.6], [2.2, -1.5, 0.1], [-0.8, -1.7, -0.5], [-0.4, 0.5, 1.2], [-0.9, 2.7, 0.5], [0.0, -0.2, -0.1], [-0.4, -0.4, -0.1], [-0.3, -0.4, -0.1], [0.0, 0.9, 0.0], [0.2, -0.2, -0.8], [0.3, 0.1, -0.1], [-1.1, 0.2, -1.5], [1.1, -1.7, 1.1], [-0.5, 1.2, -0.5], [-0.6, -0.9, 0.7], [-0.4, 0.4, 0.1], [0.3, 1.1, 0.6], [0.2, -0.3, -0.3], [0.5, 0.3, 0.2], [0.2, -0.5, -0.3], [0.3, 0.2, -0.3], [0.2, 1.5, 0.3], [0.2, 1.0, -1.2], [-0.2, -0.1, 0.6], [-0.6, -2.8, 0.2], [-0.3, 1.7, -0.1], [-0.3, -0.4, -0.2], [0.0, -0.7, -0.2], [0.4, 0.3, 0.0], [0.5, -0.2, 0.5], [0.2, -0.4, 0.1], [1.4, 1.6, 1.0], [-1.2, 0.7, -0.8], [-1.3, -0.6, -0.3], [-0.6, -2.4, 0.1], [0.8, -0.2, 0.1], [-1.0, 0.4, 0.4], [1.4, 0.1, 0.0], [0.4, 0.0, -0.1], [-0.2, 0.1, -0.1], [0.2, 0.7, -0.3], [0.4, 0.2, 0.2], [1.7, -2.3, -0.8], [-0.3, 0.4, -0.3], [-1.2, 0.4, 0.9], [0.3, 0.1, -0.4], [0.3, -0.1, -0.4], [-0.4, 0.0, 0.4], [-0.9, 0.5, 0.5], [0.0, 0.0, 0.0], [0.1, 0.9, -0.2], [-0.6, 0.5, -3.4], [-0.6, -2.2, 1.4], [0.8, 1.4, -0.2], [-0.3, 0.7, 0.9], [0.1, -0.7, 0.2], [0.5, -0.3, 0.6], [0.6, 0.3, -0.6], [-0.7, 0.1, 0.9], [-0.1, -0.1, 0.2], [0.3, 0.0, 0.0]],
  "total_charge": -1,
  "multiplicity": 2,
  "e_homo_ha": [-0.0098, -0.2625],
  "s_squared": 0.750
}


No. 2
{
  "formula": "C40H20N9O2Sn",
  "method": "the ωB97M-V functional and the def2-TZVPD basis",
  "symbols": ["Sn", "C", "C", "C", "C", "C", "N", "C", "C", "C", "C", "C", "C", "C", "C", "N", "C", "N", "C", "N", "C", "N", "C", "N", "C", "N", "C", "C", "C", "C", "C", "C", "C", "C", "C", "C", "C", "C", "C", "C", "N", "H", "H", "H", "H", "H", "H", "H", "H", "H", "H", "H", "H", "H", "H", "H", "H", "O", "C", "N", "C", "O", "C", "C", "C", "C", "C", "C", "H", "H", "H", "H"],
  "xyz": [[-0.34692, -0.10372, 0.13922], [3.22936, -1.27356, -5.25314], [2.69878, -2.56150, -5.15041], [2.06223, -2.98216, -3.99305], [1.96279, -2.08100, -2.94626], [1.35817, -2.17140, -1.61794], [0.91239, -3.30466, -1.11416], [0.38929, -3.41238, 0.10645], [0.06888, -4.68962, 0.73993], [0.22474, -6.00918, 0.34354], [-0.22033, -7.00226, 1.20263], [-0.80502, -6.68447, 2.43212], [-0.95549, -5.36664, 2.83540], [-0.51459, -4.37081, 1.97694], [-0.51973, -2.91198, 2.05253], [-1.05107, -2.21901, 3.05408], [-0.88181, -0.91873, 3.20471], [0.00689, -0.12484, 2.54536], [-0.05235, 1.12198, 3.06502], [0.72433, 2.14438, 2.74120], [1.47201, 2.16656, 1.65418], [1.38208, 1.35767, 0.56222], [2.36624, 1.66517, -0.31829], [2.65034, 1.07009, -1.46556], [2.17317, -0.11614, -1.79494], [1.47043, -0.96037, -0.99661], [2.48127, -0.78540, -3.05521], [3.12651, -0.36977, -4.20775], [3.12897, 2.79388, 0.20327], [4.22231, 3.49535, -0.28190], [4.72279, 4.53325, 0.48751], [4.15393, 4.85331, 1.72412], [3.07487, 4.14094, 2.22184], [2.56229, 3.11259, 1.44580], [-1.06787, 1.17148, 4.11620], [-1.59023, 2.21161, 4.86766], [-2.66935, 1.93532, 5.69328], [-3.20893, 0.64961, 5.76980], [-2.67779, -0.39512, 5.02842], [-1.60004, -0.12203, 4.20066], [0.02642, -2.40731, 0.92374], [3.72078, -0.97723, -6.17174], [2.77821, -3.23857, -5.99201], [1.63889, -3.97418, -3.90268], [0.68310, -6.24591, -0.60816], [-0.11998, -8.04395, 0.92317], [-1.14567, -7.48687, 3.07525], [-1.40386, -5.11189, 3.78728], [3.51489, 0.63725, -4.28648], [4.66804, 3.23116, -1.23235], [5.57446, 5.10308, 0.13709], [4.57223, 5.66829, 2.30210], [2.64048, 4.37298, 3.18579], [-1.17826, 3.20894, 4.78361], [-3.11968, 2.73339, 6.27100], [-4.06895, 0.46992, 6.40325], [-3.09529, -1.39286, 5.07348], [-2.07867, 2.25110, -0.13390], [-2.09393, 1.98720, -1.33716], [-1.16640, 1.23851, -1.98875], [-1.46740, 1.18343, -3.32525], [-0.83630, 0.60517, -4.18901], [-2.75104, 1.96165, -3.55363], [-3.51337, 2.19491, -4.67747], [-4.68322, 2.93938, -4.52551], [-5.06613, 3.42976, -3.28362], [-4.28636, 3.19400, -2.15202], [-3.13597, 2.45392, -2.31580], [-3.21431, 1.81702, -5.64716], [-5.30587, 3.13747, -5.39001], [-5.98228, 4.00120, -3.19423], [-4.56812, 3.57258, -1.17766]],
  "forces_ev_per_a": [[-0.2, -0.2, 0.0], [0.0, 0.0, 0.0], [0.0, -0.1, 0.0], [0.0, -0.1, 0.0], [0.1, 0.3, -0.1], [0.0, -0.3, 0.2], [0.1, 0.1, -0.4], [-0.2, 0.0, 0.2], [-0.1, 0.0, 0.2], [0.0, -0.1, 0.0], [0.0, 0.0, -0.1], [0.0, 0.0, 0.1], [0.0, 0.0, 0.1], [0.0, 0.0, -0.2], [0.1, 0.0, -0.1], [-0.3, 0.1, 0.2], [0.3, -0.3, 0.1], [0.0, 0.1, -0.2], [0.3, -0.1, 0.1], [-0.3, 0.2, 0.1], [0.1, 0.0, -0.1], [-0.1, -0.3, 0.0], [-0.1, 0.1, 0.2], [-0.1, -0.1, -0.4], [0.2, 0.2, 0.2], [-0.4, 0.2, 0.1], [-0.1, -0.4, -0.1], [0.0, 0.1, 0.0], [-0.1, 0.0, 0.3], [0.1, 0.0, -0.1], [0.0, -0.1, -0.1], [-0.1, 0.0, 0.1], [0.0, 0.1, 0.1], [0.1, -0.1, -0.3], [-0.2, -0.2, 0.1], [0.1, 0.0, 0.0], [0.0, 0.1, 0.0], [0.0, -0.1, 0.0], [0.1, -0.1, 0.0], [0.0, 0.3, 0.0], [0.4, 0.1, 0.0], [0.0, 0.0, 0.0], [0.0, 0.0, 0.0], [0.0, 0.0, 0.0], [0.0, 0.0, 0.0], [0.0, 0.0, 0.0], [0.0, 0.0, 0.0], [0.0, 0.0, 0.0], [0.0, 0.0, 0.0], [0.0, 0.0, 0.0], [0.0, 0.0, 0.0], [0.0, 0.0, 0.0], [0.0, 0.0, 0.0], [0.0, 0.0, 0.0], [0.0, 0.0, 0.0], [0.0, 0.0, 0.0], [0.0, 0.0, 0.0], [0.0, 0.0, -0.3], [0.2, 0.2, 0.2], [0.4, 0.1, 0.0], [0.0, -0.1, 0.1], [-0.1, 0.0, -0.1], [-0.1, 0.1, 0.1], [0.1, 0.0, -0.1], [0.0, 0.0, -0.1], [0.0, 0.0, 0.1], [0.0, 0.0, 0.0], [-0.1, -0.1, -0.2], [0.0, 0.0, 0.0], [0.0, 0.0, 0.0], [0.0, 0.0, 0.0], [0.0, 0.0, 0.0]],
  "total_charge": -1,
  "e_homo_ha": [-0.1421, -0.1454]
}